{
  "formula": "C37H30IMnN6O5S2",
  "method": "the ωB97M-V functional and the def2-TZVPD basis",
  "symbols": ["N", "H", "H", "H", "C", "H", "Mn", "C", "C", "H", "H", "H", "C", "C", "C", "C", "H", "C", "H", "H", "C", "C", "H", "H", "C", "N", "C", "O", "H", "H", "C", "C", "H", "C", "S", "H", "N", "H", "C", "H", "I", "C", "C", "H", "S", "C", "C", "C", "N", "N", "H", "H", "C", "H", "C", "N", "C", "H", "H", "H", "C", "C", "O", "C", "C", "O", "C", "C", "C", "C", "H", "C", "H", "O", "C", "H", "C", "H", "O", "C", "C", "H"],
  "coordinates": [[5.579, -0.526, 2.638], [-0.155, -5.681, -0.823], [7.406, -1.496, 1.162], [0.344, 0.132, 4.487], [0.562, 0.284, 2.345], [-3.068, 0.324, 1.649], [-1.076, 0.300, 0.152], [-1.520, 2.967, 2.245], [4.233, -2.476, 1.901], [-1.294, -5.034, 1.294], [3.405, -2.220, 2.551], [-1.370, 1.420, -4.575], [-6.475, 1.640, -1.176], [0.225, -3.629, -1.363], [-1.348, 3.312, 0.792], [1.730, 0.687, -1.013], [-3.969, 2.502, 0.944], [6.504, -2.096, 1.131], [7.296, -3.518, -0.243], [-4.579, -1.184, -1.157], [4.168, -3.607, 1.136], [1.510, 0.409, 1.257], [1.240, 0.806, -1.973], [3.728, 0.838, -1.783], [-6.060, 0.348, -1.500], [-3.061, 0.023, 0.681], [1.047, 0.201, 3.667], [-8.184, 1.866, -3.111], [-2.082, 2.055, 2.392], [3.291, -4.244, 1.147], [-1.144, 4.134, -1.842], [-0.907, -4.284, 0.619], [-1.109, 3.807, -5.217], [-4.570, 1.901, 0.263], [-8.120, 2.180, -1.696], [7.017, -5.872, -0.490], [0.944, 0.547, 0.038], [0.755, -3.844, -2.281], [3.708, 0.554, 0.337], [-3.163, -0.985, 0.715], [-1.952, -2.581, 2.795], [-1.255, 2.780, -1.475], [2.400, 0.182, 3.886], [0.346, -1.524, -1.634], [-1.555, 0.128, -2.037], [6.195, -5.593, -1.149], [-1.338, 1.805, -2.491], [-1.119, 5.094, -0.809], [-1.314, 2.378, -0.151], [4.654, 0.104, 3.118], [-6.058, 3.430, -0.096], [-1.034, 6.146, -1.058], [0.005, -2.320, -0.994], [-0.995, 5.545, -3.463], [-1.079, 4.496, -3.206], [-0.651, -1.946, 0.126], [-1.147, 3.534, -4.170], [6.535, -4.865, -1.884], [4.785, 0.597, 0.442], [-6.655, -0.235, -2.193], [-4.201, 0.600, -0.022], [5.401, -1.690, 1.883], [5.088, -5.083, -0.390], [-0.267, -4.637, -0.553], [3.125, 0.703, -0.895], [-0.668, 0.278, 2.031], [3.328, 0.181, 2.821], [-5.719, 2.424, -0.315], [-4.914, -0.174, -0.921], [-1.287, 2.181, -3.808], [-0.548, 2.852, 2.732], [2.882, 0.381, 1.462], [2.787, 0.101, 4.895], [-8.974, 1.349, -0.861], [6.437, -3.224, 0.342], [5.823, -6.474, -1.659], [-1.240, 4.685, 0.479], [-1.266, 5.399, 1.292], [-8.156, 3.596, -1.376], [-1.058, -2.940, 0.931], [5.261, -3.984, 0.332], [-2.040, 3.780, 2.747]],
  "atomic_forces_ev_per_a": [[1.068, -0.804, 0.140], [0.024, 0.053, 0.034], [-0.052, -0.013, 0.065], [-0.033, 0.040, -0.041], [3.187, -0.054, 0.976], [-0.038, -0.007, 0.194], [0.331, 0.074, 0.538], [0.045, 0.099, -0.086], [0.318, 0.215, 0.110], [0.041, 0.030, -0.014], [0.054, 0.015, -0.093], [0.024, 0.055, 0.025], [-0.189, -0.081, 0.070], [0.021, -0.063, -0.035], [-0.004, -0.228, 0.055], [-0.201, 0.082, 0.044], [-0.224, -0.132, -0.119], [-0.415, 0.331, 0.241], [-0.024, -0.018, 0.000], [-0.124, 0.218, 0.037], [0.253, -0.285, -0.274], [-1.042, -0.127, 1.309], [0.023, -0.046, 0.015], [-0.027, 0.020, 0.024], [-0.176, 0.231, -0.064], [-0.248, 0.127, -0.333], [-1.370, 0.090, -1.489], [-0.915, 0.219, 0.070], [0.071, -0.056, 0.049], [0.042, -0.016, -0.021], [0.051, 0.001, 0.017], [0.034, -0.088, -0.005], [0.000, -0.026, 0.016], [-0.010, 0.271, 0.009], [3.413, -0.605, 0.784], [0.036, 0.023, 0.035], [-0.135, -0.035, -0.732], [-0.024, 0.025, 0.049], [0.061, 0.049, -0.144], [-0.162, -0.152, 0.013], [-0.020, 0.077, -0.088], [0.064, 0.110, 0.167], [2.020, -0.116, -0.874], [0.019, 0.074, 0.027], [0.045, -0.146, -0.216], [-0.309, 0.185, 0.226], [-0.082, -0.154, 0.107], [-0.024, 0.041, -0.004], [-0.053, -0.101, 0.131], [0.662, 2.247, 1.436], [0.114, -0.051, 0.092], [0.011, -0.030, 0.009], [0.018, 0.003, 0.173], [0.017, -0.050, 0.007], [-0.031, 0.118, 0.015], [-0.179, 0.072, -0.109], [-0.024, -0.083, -0.048], [0.002, 0.044, -0.016], [-0.049, -0.072, 0.012], [0.102, -0.086, 0.067], [0.539, -0.171, 0.430], [-0.331, -0.511, -0.805], [0.128, -1.042, -0.782], [-0.004, -0.053, -0.002], [0.178, 0.042, -0.050], [-2.975, 0.089, -1.314], [-1.802, -0.483, -0.156], [-0.225, 0.055, -0.154], [-0.090, -0.144, -0.193], [0.009, 0.057, -0.153], [-0.061, -0.083, -0.032], [0.595, -0.264, 1.095], [0.071, 0.007, -0.088], [-0.991, 0.385, -0.426], [-0.245, -0.412, -0.129], [-0.043, -0.053, -0.007], [-0.028, 0.141, 0.007], [0.018, -0.033, -0.024], [-0.880, -0.207, -0.299], [-0.013, 0.235, -0.025], [0.159, 0.856, 0.538], [0.004, 0.078, -0.015]],
  "lowdin_spin": [0.0122, 0.0000, 0.0000, 0.0015, -0.0170, 0.0011, 1.9515, -0.0005, 0.0025, -0.0001, 0.0003, -0.0004, -0.0115, -0.0006, 0.0013, 0.0080, 0.0000, 0.0029, -0.0001, 0.0003, -0.0005, -0.0024, 0.0004, -0.0005, -0.0030, -0.0179, 0.0172, 0.3493, -0.0001, -0.0001, -0.0008, -0.0006, -0.0002, -0.0014, -0.0554, 0.0000, -0.0212, -0.0001, 0.0065, -0.0005, 0.0000, -0.0009, -0.0131, 0.0009, 0.0200, 0.0001, 0.0037, 0.0014, -0.0202, 0.0062, -0.0004, 0.0000, 0.0003, 0.0004, 0.0079, -0.0123, -0.0005, 0.0000, 0.0005, -0.0007, 0.0000, -0.0004, 0.0016, 0.0010, -0.0053, 0.0370, 0.0235, -0.0030, -0.0005, 0.0085, 0.0003, -0.0021, -0.0010, 0.3866, -0.0002, 0.0000, -0.0019, -0.0002, 0.3392, 0.0000, 0.0028, 0.0000],
  "multiplicity": 4,
  "relative_energy_kcal_mol": 0.0,
  "homo_energy_ev": [-9.2, -9.2],
  "charge": 1,
  "s2": 3.80
}